Molecular formula: C40H62FIN9O3
Method: DFT, ωB97M-V/def2-TZVPD

Geometry as XYZ:
```
116
Properties=species:S:1:pos:R:3:mulliken_charge:R:1
I 0.7599 -3.4808 -0.0453 0.20
F 5.7144 -4.5808 2.2362 -0.16
O 5.1043 -0.8530 -2.6217 -0.49
O 7.2556 -1.3885 -2.9296 -0.43
O 2.7773 -3.1760 2.0531 -0.48
N -2.5564 2.7967 -2.1121 -0.51
N 5.8283 -3.8245 1.1349 0.38
N -2.0980 -2.9968 3.8576 -0.42
N -2.5764 6.6331 -7.9772 -0.52
N 7.1834 -1.1581 3.5278 -0.53
N -9.2588 0.7936 -2.1271 -0.50
N -1.0225 -3.4494 -3.2505 -0.45
N 6.6394 -2.8517 11.0235 -0.45
N -4.4514 0.2846 -6.5984 -0.50
C 10.1814 -1.7231 11.1093 -1.21
C -5.1819 -0.4837 -6.1633 0.34
C 6.3827 -1.8098 4.0302 0.32
C 2.5491 -3.7585 1.0383 0.18
C -0.9874 -2.3246 -3.4698 0.12
C 6.0685 -1.6159 6.9985 -1.38
C 6.1010 -1.4341 -2.2879 -0.02
C -7.9457 2.6443 0.4866 -0.53
C -8.5001 1.0270 -1.3010 0.33
C 4.9498 -3.0714 -0.8853 -0.42
C -6.1320 -1.4530 -5.6134 -0.57
C -7.5501 1.3499 -0.2334 -0.31
C 9.3934 -1.0299 10.0036 -0.36
C 0.0808 -3.9076 6.7329 -1.35
C 3.6074 -4.6998 0.4622 -1.01
C 4.8294 -3.8633 0.2415 0.51
C 6.0689 -2.2778 -1.0597 0.73
C 0.3264 -2.4562 4.6502 -0.02
C 7.9595 -0.6804 10.4218 -0.33
C 6.9280 -3.0821 0.9970 -0.54
C -2.2086 3.3129 -3.0747 0.25
C -1.0533 -0.0708 -2.4532 -0.30
C -5.8467 -0.5316 -3.2720 -0.47
C -7.9709 3.8533 -0.4416 -1.12
C 7.0742 -2.2827 -0.1058 -0.62
C -4.0522 3.7649 -5.4079 -1.09
C -0.9382 -0.8887 -3.7475 -0.16
C 5.3612 -2.5791 4.7461 0.16
C 4.9237 -1.8404 6.0183 -0.35
C 0.8878 -3.6229 5.4713 0.14
C -1.7637 3.9652 -4.3071 -0.49
C -6.8345 -0.8790 -4.3765 -0.47
C 7.2134 -1.8938 10.7685 0.21
C -4.5463 5.7567 -9.4472 -0.32
C -3.4429 6.2465 -8.6194 0.26
C -5.4671 6.9045 -9.8786 -0.42
C -2.9168 4.6978 -5.0007 -0.15
C -2.3575 -0.3212 -1.7098 -0.75
C -6.1071 7.6261 -8.6982 -1.14
C -1.0381 -2.7397 4.2070 0.08
H 5.7768 -3.5559 5.0004 0.40
H 0.0396 -3.0291 7.3790 0.34
H 0.0010 -0.6705 -4.2569 0.33
H -8.7140 3.7335 -1.2310 0.36
H -7.3996 0.0118 -4.6535 0.34
H 5.7067 -1.1215 7.8990 0.39
H 7.9548 -1.6767 -0.2231 0.53
H -5.2725 -1.4105 -2.9690 0.41
H -5.5860 -2.3622 -5.3570 0.30
H -8.9270 2.5178 0.9467 0.32
H 9.7291 -2.6769 11.3829 0.35
H -8.2252 4.7556 0.1138 0.34
H 7.9672 -0.0123 11.2836 0.35
H -6.9969 4.0086 -0.9099 0.27
H 3.8165 -5.4925 1.1713 0.36
H -1.3483 3.2032 -4.9696 0.29
H 1.9180 -3.3886 5.7460 -0.12
H -1.7543 -0.6426 -4.4300 0.16
H -7.5572 -1.6078 -4.0087 0.38
H 7.4414 -0.1727 9.6080 0.22
H 4.5095 -2.7340 4.0807 -0.13
H -5.1036 5.0146 -8.8734 0.26
H -6.3692 -0.1513 -2.3972 -0.20
H 0.5308 -4.7218 7.3005 0.37
H -7.5260 0.5141 0.4664 0.36
H 6.5248 -2.5617 7.2961 0.29
H -3.6996 2.9786 -6.0774 0.30
H 3.3095 -5.1314 -0.4835 0.52
H -4.5138 3.2886 -4.5406 0.35
H -0.9410 -4.2012 6.4920 0.38
H 10.2320 -1.1010 12.0043 0.30
H 0.9185 -4.5207 4.8498 0.27
H 9.9046 -0.1096 9.7163 0.34
H 9.3672 -1.6710 9.1199 0.24
H -3.3020 5.4769 -4.3402 0.29
H 6.8443 -0.9818 6.5651 0.39
H 0.3154 -1.5401 5.2429 0.34
H -5.1453 0.2408 -3.5949 0.03
H -6.2481 6.4975 -10.5224 0.31
H -2.4402 -1.3640 -1.3920 0.44
H 7.1375 -0.7334 -3.6384 0.38
H -7.2342 2.8216 1.2946 0.31
H -4.8997 7.6187 -10.4774 0.30
H -6.5557 1.4490 -0.6724 0.24
H -3.2153 -0.0875 -2.3389 -0.14
H -4.1231 5.2565 -10.3183 0.31
H -0.9786 0.9827 -2.7013 0.12
H -2.4171 0.2989 -0.8179 0.39
H 0.9432 -2.2785 3.7684 0.03
H -0.2104 -0.3051 -1.7964 0.23
H -2.5279 5.1953 -5.8885 0.11
H -5.3546 8.0950 -8.0627 0.35
H 4.1429 -2.4251 6.5047 0.17
H -0.9644 4.6619 -4.0534 0.39
H -6.6900 6.9361 -8.0849 0.30
H -6.7759 8.4118 -9.0481 0.33
H -6.8564 -1.7047 -6.3878 0.32
H 4.1587 -3.0588 -1.6152 0.59
H 7.6684 -3.1467 1.7747 0.66
H -4.8319 4.3247 -5.9253 0.30
H 11.2009 -1.9252 10.7823 0.35
H 4.4817 -0.8800 5.7462 0.36
```

HOMO-LUMO gap, Eh: 0.285
Molecular weight, Da: 862.9
Net charge: +1

=====

Molecular formula: C40H64As3CuFNO3Te
Method: DFT, ωB97M-V/def2-TZVPD

Geometry as XYZ:
```
114
Properties=species:S:1:pos:R:3:mulliken_charge:R:1
Te 13.7049 12.5488 10.3812 0.58
As 9.3771 14.8910 21.3573 0.35
As 9.0802 13.3965 16.7583 0.97
As 11.5361 11.2165 17.8825 0.70
Cu 9.7805 12.4138 14.5939 -0.08
F 8.1328 11.8946 15.0515 -0.79
O 10.2133 9.1259 14.3290 -0.01
O 8.2106 8.9396 16.6887 -0.19
O 11.4788 12.6800 13.8946 -0.02
N 13.1929 12.9756 12.4237 0.41
C 13.5820 10.4174 10.4109 0.73
C 7.6640 12.5639 17.7753 -0.89
C 13.0330 10.7925 16.5877 -1.10
C 15.8137 14.4607 12.1300 -1.19
C 15.9320 11.4816 7.9581 -1.26
C 20.2759 12.4586 10.3098 -1.40
C 11.1909 14.4814 12.2715 0.68
C 16.5451 13.4972 11.1853 0.88
C 17.9811 13.4416 11.2020 -0.96
C 18.7260 12.6993 10.2778 0.32
C 12.2504 13.0833 18.2971 -2.28
C 12.8138 8.4370 9.2228 -0.81
C 11.7727 15.7594 12.2170 -0.26
C 9.3196 7.9979 14.7272 -0.60
C 18.0378 12.0476 9.2451 -0.64
C 12.1015 10.6080 8.2597 -1.50
C 16.6429 12.0347 9.1634 0.66
C 8.1071 8.6971 15.2465 -0.32
C 15.9193 12.6562 10.2622 0.27
C 7.2978 8.1523 17.4188 -0.88
C 11.1339 16.8460 11.6043 -0.70
C 11.2953 14.1033 18.8425 3.12
C 13.4606 6.1512 9.9786 -1.61
C 13.9717 8.2381 11.3133 -0.58
C 12.2498 15.2634 19.2180 -1.73
C 9.8466 16.6957 11.1849 -0.43
C 7.9002 14.7245 15.8330 -1.45
C 14.1044 9.6375 11.4586 0.53
C 12.8805 9.8251 9.2989 0.78
C 12.2873 10.3448 19.5112 -1.17
C 9.3546 13.5439 22.7962 -1.13
C 14.8922 10.2086 12.6393 -1.34
C 13.4051 7.6282 10.2044 0.43
C 10.5683 13.6061 20.1243 -1.98
C 12.0093 13.3073 12.8617 -0.64
C 11.4226 8.8003 13.6124 -0.63
C 9.2554 15.4564 11.2165 -0.81
C 10.6163 16.1689 22.3450 -1.12
C 10.2659 14.6542 17.8253 -2.16
C 9.9164 14.3842 11.7697 -0.29
H 11.2389 13.2530 20.9721 0.68
H 8.4721 15.2486 15.0646 0.28
H 9.8995 12.7249 19.8706 0.30
H 7.2502 7.1028 17.0490 0.34
H 14.1741 5.7280 10.7115 0.37
H 18.6617 11.4551 8.5083 0.18
H 7.8084 12.7223 18.8480 0.35
H 6.6994 13.0113 17.4984 0.46
H 9.9628 16.8756 22.9506 0.37
H 16.5643 15.0997 12.6467 0.42
H 12.7941 13.4262 17.3992 0.54
H 15.1241 9.3469 13.2768 0.36
H 7.6592 11.4919 17.4610 -0.05
H 10.8173 15.1627 17.0402 0.57
H 11.6387 17.7919 11.4235 0.39
H 11.7601 9.3844 19.7312 0.37
H 7.1856 8.1150 15.1851 0.49
H 15.2014 10.7178 8.1395 0.20
H 12.4752 5.6977 10.0444 0.34
H 11.7721 16.2667 19.0695 0.32
H 12.8151 11.4427 15.6777 -0.20
H 11.3664 8.5892 12.5386 0.38
H 9.4158 14.0507 23.7776 0.38
H 20.5714 12.4692 11.3522 0.37
H 13.9647 10.9409 17.1202 0.61
H 12.0566 9.7016 13.6063 -0.14
H 12.9180 9.7894 16.2395 0.45
H 6.2789 8.5868 17.3478 0.32
H 15.8174 10.7488 12.4723 0.31
H 18.3838 14.0868 11.9338 0.48
H 11.6640 9.8290 7.6259 0.45
H 11.0097 16.8007 21.5236 0.31
H 12.1398 10.9327 20.4217 0.29
H 11.4265 11.3006 8.8280 0.30
H 9.3186 17.5488 10.7892 0.40
H 11.4863 15.7507 22.8825 0.33
H 8.0596 9.6670 14.7652 -0.07
H 7.1891 14.1197 15.2935 0.40
H 15.2188 14.0548 12.9491 0.17
H 12.6765 15.1660 20.2609 0.30
H 7.6217 8.1651 18.4911 0.22
H 7.4739 15.4090 16.5310 0.42
H 13.1267 15.2885 18.4965 0.39
H 13.8305 5.9006 8.9582 0.36
H 14.4755 7.6680 12.1555 0.12
H 20.3905 11.5086 9.8093 0.40
H 13.0103 12.7936 19.0400 0.58
H 12.3993 7.9650 8.3382 0.35
H 12.0012 7.9660 14.1232 0.29
H 9.4142 13.4482 11.7432 0.48
H 12.7358 15.9412 12.6409 0.53
H 15.1802 15.1670 11.5641 0.25
H 14.2855 10.9888 13.1856 0.15
H 12.7694 11.2717 7.6847 0.24
H 13.3465 10.1442 19.3156 0.32
H 15.4267 12.3669 7.4683 0.28
H 16.7324 11.1865 7.2158 0.37
H 9.4659 15.2197 18.2443 0.58
H 10.2098 12.8833 22.7449 0.38
H 9.1685 7.4298 13.7735 0.32
H 9.8269 7.3293 15.4412 0.33
H 20.7964 13.2770 9.8109 0.28
H 8.4350 12.9679 22.6859 0.32
H 8.2760 15.2246 10.7890 0.39
```

HOMO-LUMO gap, Eh: 0.166
Molecular weight, Da: 1041.9
Net charge: 0

=====

Molecular formula: C40H64As3FN5O3W
Method: DFT, ωB97M-V/def2-TZVPD

Geometry as XYZ:
```
117
Properties=species:S:1:pos:R:3:mulliken_charge:R:1
W -0.3323 -1.2525 -1.0411 -0.12
As -6.7211 -2.6407 1.9716 0.33
As -2.0352 -1.1955 0.9804 1.77
As -2.3835 -2.4263 -2.3353 0.91
F 4.3362 1.2081 3.3939 -0.34
O -1.2684 0.4734 -1.4717 0.22
O 0.8475 0.1603 0.0821 -0.04
O -1.5508 2.4671 -2.4063 -0.67
N 1.0800 4.2562 0.1809 0.14
N 4.5505 4.0429 3.5560 0.16
N 5.2421 5.7085 5.4100 -0.14
N 0.8866 -0.9194 -2.9780 0.53
N 2.2437 -0.4378 -5.1235 -0.15
C 1.1933 -5.7951 -1.7336 -0.73
C -3.8534 -1.0494 0.2922 -1.83
C 1.9072 3.5024 1.0084 -0.57
C 5.2074 3.3524 4.6687 -0.70
C 0.8792 0.0571 -5.2682 -1.19
C 1.8039 2.1026 0.9825 0.64
C -5.7884 -1.7734 -1.0570 -2.27
C 3.6507 3.3812 2.7060 -1.66
C 1.1907 5.7306 0.1095 -0.96
C 0.8650 1.4365 0.1044 0.93
C -3.7078 -3.1953 -1.1168 -1.67
C 5.4114 6.2734 4.0189 -0.75
C 0.2068 3.6402 -0.6115 -0.19
C -4.5991 -2.2857 -0.2363 2.43
C 2.2015 -1.8712 -4.8637 -1.00
C -0.9921 1.7542 -1.6093 0.09
C 2.8577 0.2265 -3.9822 -0.88
C -0.0241 -6.3389 -1.3198 -0.76
C 1.6126 -2.1352 -3.4592 -0.25
C 0.0476 2.2735 -0.6781 -0.14
C -6.3411 -3.8891 3.4306 -1.14
C 3.5289 1.9734 2.6437 0.27
C 0.0080 -0.4726 -4.1116 -0.14
C 1.9231 0.1388 -2.7540 -0.37
C 1.5539 -4.5205 -1.3537 -0.84
C 2.6359 1.3518 1.8254 -0.68
C -3.3361 -1.1946 -3.4946 -1.62
C 0.7138 -3.7419 -0.5336 0.36
C 1.1243 -2.4117 -0.0090 -1.05
C -6.0627 -1.0363 2.9088 -0.94
C -0.8690 -5.5971 -0.5157 -0.82
C -5.1193 -3.1856 0.9018 -1.61
C -2.0339 -2.3925 2.5150 -1.50
C 5.3871 5.1112 3.0209 -0.53
C -1.8661 0.5158 1.8762 -1.43
C -0.5008 -4.3125 -0.1272 0.33
C 5.9377 4.3854 5.5362 -0.81
C -1.9632 -3.9048 -3.5133 -1.00
C 2.8154 4.1181 1.8804 -0.03
C 2.3933 6.1803 -0.7006 -0.96
H -2.6772 0.6245 2.5957 0.68
H -4.3172 -1.6048 -3.7261 0.59
H 5.9456 2.6152 4.3458 0.42
H 2.4692 -0.1067 -1.8429 0.18
H 4.5977 6.9786 3.8629 0.42
H -3.1237 -3.8707 -0.4870 0.24
H -6.0993 -0.1501 2.2763 0.30
H 1.8703 -6.3928 -2.3293 0.47
H -0.5519 -1.3553 -4.4238 0.21
H -6.4403 -4.9131 3.0730 0.37
H -5.3386 -3.7405 3.8338 0.30
H 6.9641 4.5515 5.2144 0.37
H -6.3787 -2.6029 -1.4491 0.40
H 3.3372 5.8327 -0.2812 0.28
H -0.2895 -7.3474 -1.6072 0.44
H 2.3244 5.8157 -1.7253 0.35
H 3.2069 -2.2861 -4.9357 0.38
H -1.0607 -2.3418 3.0027 0.48
H 2.4166 7.2689 -0.7367 0.41
H -0.7007 0.2723 -3.7548 0.22
H 6.3570 6.8116 3.9983 0.38
H -1.1178 -3.7767 0.5796 0.42
H -7.0724 -3.7364 4.2226 0.41
H -3.4346 -0.2244 -3.0119 0.32
H 5.0021 5.4664 2.0697 0.36
H 5.9477 4.0930 6.5833 0.40
H 2.3959 -2.3389 -2.7317 0.33
H 1.1885 6.1179 1.1275 0.46
H -0.4134 4.2626 -1.2452 0.63
H -6.7468 -0.8652 3.7402 0.48
H -6.4511 -1.1674 -0.4372 0.58
H -5.4572 -4.1174 0.4352 0.70
H -4.3098 -3.4670 1.5803 0.23
H -2.7827 -1.0749 -4.4231 0.54
H 0.9942 -2.3324 1.0721 0.81
H -1.3975 -4.6626 -2.9772 0.18
H 6.4021 4.7447 2.8326 0.31
H 5.5950 6.3691 6.1046 0.36
H -1.3778 -3.5368 -4.3551 0.38
H 0.2717 6.0822 -0.3542 0.43
H 1.5994 -2.3446 -5.6403 0.35
H -0.9096 0.5630 2.3948 0.33
H 2.5888 0.2719 1.8043 0.50
H -2.8009 -2.0590 3.2136 0.46
H -5.4687 -1.1500 -1.8922 0.43
H 0.4697 -0.2596 -6.2273 0.44
H -5.0592 -1.1715 3.3200 0.12
H 2.8600 5.1950 1.9318 0.90
H -2.2398 -3.4242 2.2426 0.45
H 0.9231 -2.9795 -3.4570 0.05
H 2.5261 -4.1391 -1.6349 0.60
H -1.9305 1.3155 1.1411 0.31
H 3.8181 -0.2489 -3.7799 0.28
H -4.3502 -3.8320 -1.7306 0.84
H 4.4531 2.8359 5.2599 0.52
H 2.1524 -2.1458 -0.2606 0.56
H -4.4420 -0.5681 1.0706 0.36
H 1.3930 1.0790 -2.5935 0.18
H 0.9057 1.1474 -5.2717 0.28
H -3.7436 -0.3148 -0.5144 0.43
H 3.0543 1.2690 -4.2343 0.40
H 4.2463 5.5791 5.5976 0.38
H -2.8890 -4.3346 -3.8943 0.56
H -1.7981 -6.0251 -0.1608 0.47
```

HOMO-LUMO gap (spin up / spin down), Eh: 0.236 / 0.228
Molecular weight, Da: 1090.6
⟨S²⟩: 2.03
Net charge: +3
Spin multiplicity: 3

=====

Molecular formula: C40H65F6N4O2P3SSr
Method: DFT, ωB97M-V/def2-TZVPD

Geometry as XYZ:
```
122
Properties=species:S:1:pos:R:3:mulliken_charge:R:1
Sr -1.3789 1.2445 1.0826 1.55
S -0.9825 -1.6109 3.1510 -0.18
P 1.7307 -3.3482 0.2959 0.28
P 1.7979 1.6746 -3.8597 0.92
P 0.3427 4.3526 -2.6338 1.17
F 2.3142 3.1764 2.0074 -0.24
F 1.8150 5.3306 1.9795 -0.27
F -0.1185 3.1271 5.1418 -0.31
F -1.4374 2.1481 3.7477 -0.18
F 0.7326 1.7971 3.6256 -0.23
F 2.0771 4.2697 3.9194 -0.28
O -0.3249 3.2656 1.4662 -1.06
O 1.2151 0.5651 1.1357 0.19
N -3.1666 2.4298 -0.0653 0.52
N -3.2675 -1.0169 -0.2247 0.72
N -1.7177 0.4294 -1.9484 0.65
N -4.0147 0.4288 2.0262 0.19
C -4.2308 -1.5712 0.5585 0.68
C 1.8900 3.2477 -4.7744 0.18
C 3.1219 -2.5621 2.6025 -1.22
C -0.8113 5.1658 2.9356 -1.77
C -3.1513 -3.0174 -1.4886 -1.13
C -0.7067 5.8251 -2.7591 -1.67
C -0.6808 -2.0010 4.8127 0.22
C -0.0060 3.8563 2.6426 1.43
C -0.5317 -3.7473 6.4896 -0.54
C -4.7175 -2.8538 0.2852 -1.05
C 2.9213 -3.3135 -2.3522 -1.38
C -2.8140 -1.6622 -1.2678 0.74
C 1.6699 0.4615 -5.2786 -1.36
C 0.7288 -4.8502 -0.2304 0.69
C -2.8803 1.2453 -2.2867 -0.94
C 3.2351 -3.3146 -0.8473 0.54
C -0.2530 -1.4259 7.1722 -0.48
C 1.6615 5.0693 -1.5464 -1.14
C 2.2661 -3.7421 2.0588 1.31
C -4.7179 -0.8486 1.7941 -1.71
C -4.5824 2.0644 0.2472 -0.81
C 2.8742 -5.1451 2.3749 -1.41
C 2.5853 3.3743 -5.9828 -0.31
C -0.3829 -1.0310 5.8286 -0.34
C -0.3436 -2.7866 7.5052 -0.55
C 1.2160 5.5765 -5.0204 -0.56
C -1.8886 -1.0120 -2.2183 -0.78
C 1.8101 5.6548 -6.2726 -0.82
C -4.7829 1.6371 1.6928 -1.03
C 4.3805 -4.3194 -0.5555 -1.44
C 2.4844 4.5464 -6.7291 -0.73
C 1.2522 4.3628 -4.2755 -0.14
C -2.9634 2.5724 -1.5360 -0.09
C 1.4620 -6.0938 -0.7676 -1.60
C -0.3343 -5.2178 0.8328 -1.30
C -0.7296 -3.3814 5.1625 -0.55
C -4.1310 -3.5753 -0.7395 -0.46
C 3.5946 1.4232 -3.4515 -1.18
C -0.1906 2.7649 3.8350 0.04
C 1.5497 4.1644 2.6570 0.45
H 2.6564 -4.3476 -2.6549 0.18
H 3.6355 -2.8707 3.5024 0.48
H -2.1861 -1.1415 -3.2637 0.41
H -3.0068 3.3791 0.2980 -0.01
H -3.7867 0.6536 -2.1155 0.43
H 0.0690 -5.9592 1.5428 0.25
H 3.8859 -2.2905 1.8464 0.29
H -5.8872 1.4556 1.7392 0.32
H 0.7596 -6.6991 -1.3353 0.46
H -5.5545 -3.3027 0.8295 0.45
H -0.0131 -0.6737 7.9098 0.39
H -2.0003 3.0393 -1.6746 -0.72
H 4.7798 -4.1830 0.4698 0.21
H 2.0716 -2.6687 -2.6024 0.20
H -1.8140 4.9596 3.2907 0.39
H -0.3452 -3.1306 8.5420 0.32
H 2.0851 6.0258 -1.9753 0.43
H 2.4872 -1.6972 2.8262 0.10
H 3.9760 -5.1263 2.2811 0.37
H 1.8580 -6.7540 0.0073 0.26
H 1.6189 -0.5979 -4.9725 0.32
H 2.6448 -5.4540 3.4006 0.38
H -0.5785 -4.8205 6.6832 0.33
H -1.2085 -5.6271 0.2766 0.45
H 0.7291 0.6779 -5.8310 0.34
H 2.4660 -5.8946 1.7119 0.16
H -0.6623 -4.3034 1.3601 0.18
H -1.5510 5.7468 -2.0428 0.29
H -0.3874 -0.0044 5.5028 0.19
H 5.2017 -4.1186 -1.2240 0.56
H 3.6000 -2.3251 -0.5760 0.44
H -2.9252 1.5020 -3.3552 0.46
H -4.4907 2.4425 2.3627 0.46
H 2.4907 4.3528 -1.4494 0.33
H 1.2856 5.3260 -0.5381 0.25
H 2.2758 -5.8578 -1.4453 0.20
H -0.9332 -1.5446 -2.1129 0.08
H 0.7205 6.4062 -4.5086 0.37
H 2.5326 0.6110 -5.9663 0.40
H -1.1417 5.8374 -3.7638 0.53
H 3.7968 -2.9830 -2.9437 0.47
H 1.7864 6.5528 -6.8657 0.42
H 3.8918 0.3838 -3.6303 0.42
H -5.1892 2.9538 0.0084 0.45
H -0.3167 5.7898 3.6970 0.40
H -2.6870 -3.5650 -2.3015 0.48
H 4.2820 2.1374 -4.0025 0.32
H -5.8137 -0.6780 1.6367 0.33
H -4.5451 -1.4985 2.6421 0.48
H 3.6574 1.6196 -2.3689 0.27
H 1.8005 1.3397 1.1119 0.17
H 3.1316 2.4879 -6.3487 0.26
H 1.5716 -0.0303 0.4514 0.02
H 4.1184 -5.3710 -0.7005 0.19
H -0.8398 5.7864 2.0080 0.34
H 0.2453 -4.4078 -1.1230 0.20
H -4.8842 1.2729 -0.4593 0.25
H 1.2574 -3.7086 2.4861 -0.62
H -4.4866 -4.5805 -0.9364 0.45
H 2.9173 4.5757 -7.7201 0.37
H -0.1929 6.7748 -2.5109 0.41
H -3.7135 0.4815 2.9936 0.28
H -0.9162 0.7619 -2.4607 -0.33
H -3.7957 3.1761 -1.9486 0.50
H -0.9235 -4.0975 4.3557 0.28
```

HOMO-LUMO gap, Eh: 0.208
Molecular weight, Da: 960.6
Net charge: 0